(1)
DFT (ωB97M-V/def2-TZVPD) results for a molecular structure, C28H37N4Pt.

Output
Lowest unoccupied orbital energy (spin up / spin down)   -2.14 / -5.27 eV
Charge   +1
Multiplicity   5
Frontier orbital gap (spin up / spin down)   5.7 / 6.0 eV

XYZ file:
```
70
Properties=species:S:1:pos:R:3:forces:R:3
Pt 0.2537 -0.0973 -0.6193 -0.815 0.380 1.085
C -1.0845 2.2445 -1.6363 0.026 -0.341 0.742
N -1.5854 0.8469 -1.3365 -1.783 1.171 -1.205
C -2.7205 0.8850 -0.3184 1.583 -0.723 -1.250
C -1.9365 0.1867 -2.6129 0.435 -0.501 1.525
C -3.1885 0.3111 -3.1694 1.807 -0.545 -1.174
C -3.3650 -0.1393 -4.4670 -1.869 -0.894 -0.185
C -2.4292 -1.0293 -5.0407 -0.981 0.392 -0.500
C -1.2199 -1.2886 -4.4363 -0.078 -0.151 0.113
C -0.9408 -0.6757 -3.1903 -0.098 1.764 -0.651
N 0.2489 -0.6461 -2.5257 0.134 -0.624 -1.141
C 1.4153 -1.1978 -2.9219 1.090 -0.860 0.537
C 1.7179 -1.4369 -4.2705 0.001 -0.542 0.621
C 2.6000 -2.4583 -4.5693 0.219 0.027 0.547
C 3.3437 -3.0716 -3.5639 -0.291 0.367 0.328
C 3.2453 -2.6589 -2.2086 0.621 -0.512 0.144
C 2.3163 -1.7089 -1.8573 -1.156 0.914 -1.160
N 2.0610 -1.1744 -0.5243 2.892 -2.021 0.287
C 2.0983 -2.2839 0.5425 1.002 0.969 -0.441
C 3.0283 -0.0520 -0.1791 0.661 -0.299 0.555
H -1.8195 2.8325 -2.1783 -0.346 0.029 -0.110
H -0.9330 2.7297 -0.6286 0.263 -0.425 -1.263
H -0.1706 2.1796 -2.2796 -0.630 0.147 0.880
H -3.4768 1.5703 -0.6735 -0.560 -0.061 0.128
H -3.0219 -0.1729 -0.1867 -0.282 0.854 -0.015
H -2.2741 1.2549 0.5996 -0.114 0.026 0.140
H -3.9706 0.6969 -2.6134 -1.380 1.220 0.732
H -4.3962 0.0538 -4.9230 1.773 -0.493 0.379
H -2.7681 -1.5439 -5.9490 0.625 0.296 0.245
H -0.4887 -1.9440 -4.9088 -0.526 0.002 0.284
H 1.1547 -0.8734 -4.9879 0.047 -0.085 -0.465
H 2.6760 -2.8722 -5.5524 0.210 0.254 -0.595
H 4.0128 -3.8552 -3.8858 0.120 -0.128 0.369
H 3.8858 -3.1466 -1.4332 -0.588 0.566 -0.820
H 3.1311 -2.7133 0.6194 -0.829 0.282 -0.107
H 1.9045 -1.7363 1.4708 -0.203 -0.457 -0.056
H 1.3684 -3.1000 0.3572 0.344 0.850 -0.081
H 4.0869 -0.3493 -0.2160 -0.248 -0.376 -0.178
H 2.9411 0.8453 -0.8138 -0.407 -0.645 0.006
H 2.8524 0.2640 0.8644 -0.219 -0.220 -0.522
C 1.4886 3.2507 1.3394 -1.166 0.448 0.519
C 1.4359 2.4674 2.6820 -0.464 1.403 0.305
C 1.9035 3.4611 3.8007 0.537 -1.493 -0.329
C 0.0943 1.8512 2.9936 -0.478 0.760 0.824
C -0.7989 2.5116 3.8356 0.720 -0.141 -0.144
C -2.1081 2.0506 4.0028 0.997 0.652 -0.153
C -2.3750 0.7397 3.6356 -1.137 -0.515 -0.157
C -1.4734 -0.1220 3.0250 1.124 1.318 -1.478
C -1.6416 -1.6265 2.9300 0.410 0.951 0.822
C -1.8487 -2.0930 1.4837 1.988 -1.011 -0.356
C -0.4726 -2.2588 3.7729 -0.768 0.577 -1.255
C -0.3034 0.6137 2.3627 -0.604 0.026 0.006
N 0.2486 0.3803 1.1807 -1.220 -0.354 3.472
H 2.4113 3.0709 0.8275 0.524 -0.251 -0.419
H 1.5041 4.3097 1.6280 -0.341 -0.087 -0.559
H 0.6312 3.0223 0.6686 0.704 0.249 0.474
H 2.1189 1.6743 2.5317 0.926 -0.971 0.425
H 1.3063 4.3294 3.8392 -0.859 1.064 -0.338
H 2.9081 3.8000 3.5871 0.338 -0.027 -0.077
H 1.8816 3.0856 4.8203 0.120 -0.521 -0.013
H -0.4402 3.3886 4.3790 -0.405 -0.103 -0.442
H -2.8320 2.7545 4.4140 -0.057 -0.632 0.082
H -3.4197 0.4424 3.7823 0.514 -0.566 0.281
H -2.5233 -1.8270 3.5404 -0.284 -0.162 -0.314
H -1.3791 -1.4534 0.6814 -0.433 -0.550 1.086
H -2.8780 -2.2020 1.2875 -1.356 0.098 -0.340
H -1.4258 -3.1194 1.3333 -0.208 0.702 0.168
H 0.4568 -2.0635 3.2737 0.663 0.057 -0.271
H -0.6017 -3.3255 3.8377 -0.089 -0.426 0.225
H -0.4197 -1.7883 4.7473 -0.143 -0.103 0.224
```
Positions in Å, forces in eV/Å.

Atomic partial charges in e from the natural (NBO) method, atoms 1 to 8: 0.72 -0.42 -0.48 -0.41 0.16 -0.24 -0.14 -0.21

(2)
DFT (ωB97M-V/def2-TZVPD) results for 2 unconnected molecules or ions with the total composition C3H5O3.

Output
Lowest unoccupied orbital energy   -5.67 eV
Charge   +1
Frontier orbital gap   8.3 eV

XYZ file:
```
11
Properties=species:S:1:pos:R:3:forces:R:3
C -2.1809 -0.6309 -0.7036 -1.086 0.145 -1.283
C -0.9721 0.2081 -0.4257 2.209 -0.506 -1.155
C 1.2947 0.9590 0.5956 -1.217 -0.109 0.646
O -1.7055 1.2589 0.1124 -1.052 1.026 0.057
O 1.9663 0.5567 -0.3640 -0.119 -3.025 1.165
O -1.9244 -0.0812 0.6490 -1.276 -0.446 2.111
H -3.0564 -0.1329 -1.1888 0.763 -0.433 0.661
H -2.2063 -1.7385 -0.7022 0.501 0.797 0.098
H 0.9417 0.1856 1.2706 0.037 0.115 -0.065
H 1.2108 2.0111 0.8881 -0.123 -0.113 -0.413
H 2.4506 1.1000 -0.9197 1.363 2.549 -1.823
```
Positions in Å, forces in eV/Å.

Atomic partial charges in e from the natural (NBO) method, atoms 1 to 8: -0.15 0.15 0.36 -0.20 -0.51 -0.11 0.24 0.25

(3)
DFT (ωB97M-V/def2-TZVPD) results for a single C4H7NO2 molecule.

Output
Lowest unoccupied orbital energy   0.80 eV
Charge   0
SMILES string   [H]/N=C(\C)OCC=O
Frontier orbital gap   10.4 eV

XYZ file:
```
14
Properties=species:S:1:pos:R:3:forces:R:3
C -2.2072 -0.1770 -0.1629 -0.006 0.063 -0.046
C -0.7464 0.1767 -0.1192 -0.174 0.006 0.075
N -0.2001 1.3155 -0.1569 -0.143 -0.030 0.015
O 0.0076 -0.9380 0.0378 -0.079 0.070 -0.028
C 1.3235 -0.7251 0.5335 0.179 0.040 0.113
C 2.2029 0.1894 -0.3041 0.322 0.042 0.232
O 3.1542 0.7502 0.1822 -0.407 -0.253 -0.302
H -2.5207 -0.4692 0.8453 0.035 0.033 -0.151
H -2.8083 0.6749 -0.4890 0.104 -0.149 0.032
H -2.3808 -1.0318 -0.8208 0.049 0.122 0.050
H -0.8853 2.0572 -0.2846 0.109 -0.133 0.056
H 1.2892 -0.3285 1.5546 0.022 -0.033 -0.159
H 1.7795 -1.7218 0.5465 -0.014 0.188 0.018
H 1.9772 0.2340 -1.3866 0.004 0.033 0.096
```
Positions in Å, forces in eV/Å.

Atomic partial charges in e from the natural (NBO) method, atoms 1 to 8: -0.69 0.58 -0.72 -0.50 -0.18 0.43 -0.53 0.24

(4)
DFT (ωB97M-V/def2-TZVPD) results for a molecular structure, C27H15F8N4O3PtSSe.

Output
Lowest unoccupied orbital energy (spin up / spin down)   -3.50 / -5.46 eV
Charge   +1
Multiplicity   5
Frontier orbital gap (spin up / spin down)   6.5 / 5.5 eV

XYZ file:
```
60
Properties=species:S:1:pos:R:3:forces:R:3
Pt -0.0232 0.1707 -0.0690 -0.567 1.727 -0.983
C -3.1077 1.5624 2.6411 0.163 0.103 0.239
C -2.4731 1.1451 1.4669 -0.132 0.030 -0.084
N -1.1658 1.0003 1.3819 -0.217 0.080 0.137
C -0.3917 1.2353 2.4656 0.101 0.318 0.837
C -0.9616 1.6034 3.7105 0.177 -0.106 -0.575
C -2.3579 1.7858 3.7682 0.036 -0.106 -0.343
C -0.1163 1.7357 4.8332 0.271 -0.100 -0.069
C 1.2261 1.4665 4.7160 -0.234 0.086 0.144
C 1.7978 1.1263 3.4918 -0.032 -0.055 -0.412
C 1.0293 1.0533 2.3285 -0.262 0.326 0.759
N 1.4285 0.7397 1.0651 0.326 0.225 0.431
C 2.6621 0.3569 0.6302 0.947 -0.201 -0.383
C 3.9081 0.5804 1.2187 -0.535 0.089 -0.114
C 5.0673 0.0274 0.6756 0.220 -0.176 -0.283
C 5.0403 -0.7132 -0.4800 -0.084 0.175 0.225
C 3.8201 -0.9064 -1.1641 -0.474 0.156 0.137
C 3.7200 -1.6106 -2.3809 -0.313 0.048 0.061
C 2.4985 -1.7178 -2.9961 0.228 0.041 0.106
C 1.3737 -1.1585 -2.3822 -0.052 -0.007 -0.033
N 1.4397 -0.5267 -1.2287 0.265 -0.177 -0.268
C 2.6336 -0.3668 -0.6126 0.889 -0.098 0.099
H -4.1774 1.6955 2.6484 -0.074 -0.032 -0.041
H -3.0515 0.9374 0.5755 0.105 -0.068 0.013
H -2.8146 2.0909 4.6989 -0.058 -0.004 0.040
H -0.5476 2.0054 5.7840 -0.032 0.038 0.124
H 1.8627 1.5018 5.5871 0.012 0.029 0.059
H 2.8405 0.8719 3.4794 0.075 -0.028 -0.018
H 4.0183 1.2219 2.0740 -0.081 0.045 0.082
H 6.0056 0.2015 1.1802 0.063 0.026 0.005
H 5.9438 -1.1294 -0.8969 0.117 -0.048 -0.009
H 4.6081 -2.0588 -2.8016 0.046 -0.015 -0.103
H 2.3850 -2.2367 -3.9352 -0.023 -0.020 -0.030
H 0.3987 -1.2213 -2.8431 -0.007 -0.065 0.075
C -3.0968 -2.4485 -1.8825 -0.672 -0.905 -0.259
C -2.2033 -1.4297 -1.4770 1.036 1.772 0.434
N -1.5098 -0.5803 -1.1343 -1.053 -1.257 -0.688
H -4.0853 -2.0297 -2.0735 0.026 -0.029 0.019
H -3.1535 -3.1807 -1.0753 -0.051 -0.032 -0.017
H -2.7323 -2.9430 -2.7826 0.004 0.020 0.016
F -0.5508 -3.6572 3.4089 -0.029 0.086 0.156
C -0.2612 -3.9325 2.1396 0.075 0.556 -0.249
F -1.2609 -4.6501 1.6295 -0.140 -0.060 -0.161
F 0.8437 -4.6691 2.1142 0.160 0.004 -0.133
S -0.0583 -2.3297 1.1871 -0.302 -1.267 0.710
O 1.0728 -1.6839 1.8109 0.399 -0.464 0.531
O -1.3262 -1.6570 1.4161 -0.391 -0.575 0.439
O 0.1598 -2.7082 -0.1916 -0.014 -0.786 -0.162
F 0.8069 2.5700 -5.8539 0.099 0.032 -0.143
C 0.4903 2.0886 -4.6621 -0.266 0.177 0.176
C 1.1443 2.6690 -3.4950 -0.106 -0.690 0.663
F 1.2700 1.8602 -2.4007 0.169 0.807 -1.183
C 0.2850 3.8437 -3.2830 -0.787 0.339 -0.174
F 0.5373 4.9439 -3.9708 0.142 -0.638 0.079
C -1.0574 3.5448 -2.8298 -0.062 -0.273 -0.057
Se -1.4378 2.7851 -1.2055 -0.089 0.669 -0.179
C -1.4702 3.0041 -4.1171 0.310 0.647 0.474
F -1.8349 3.8025 -5.1010 0.318 -0.494 0.141
C -0.8951 1.6918 -4.4428 0.171 -0.350 0.697
F -1.1011 0.7464 -3.4815 0.189 0.472 -0.955
```
Positions in Å, forces in eV/Å.

Atomic partial charges in e from the natural (NBO) method, atoms 1 to 8: 0.95 -0.25 0.12 -0.45 0.27 -0.11 -0.08 -0.12

(5)
DFT (ωB97M-V/def2-TZVPD) results for a molecular structure, C42H32NPS6W.

Output
Lowest unoccupied orbital energy (spin up / spin down)   -1.11 / -1.12 eV
Charge   0
Frontier orbital gap (spin up / spin down)   5.8 / 5.8 eV

XYZ file:
```
83
Properties=species:S:1:pos:R:3:forces:R:3
W 0.1265 0.0134 -0.0891 -0.823 1.482 -1.979
C 5.8196 -4.1791 0.0945 -0.055 0.151 -0.097
C 5.3173 -2.9168 -0.6186 0.118 -0.140 -0.175
C 4.2995 -3.3223 -1.6860 0.161 0.098 0.213
C 6.4902 -2.2156 -1.3196 -0.136 -0.073 0.042
C 4.7266 -1.9644 0.4048 -0.241 0.059 -0.019
C 5.5523 -1.4897 1.4332 0.024 0.038 0.088
C 5.1278 -0.5710 2.3670 0.023 0.002 0.010
C 3.8293 -0.1033 2.2714 -0.526 -0.012 -0.175
S 3.0131 1.1122 3.2197 -0.196 -0.168 -0.351
C 1.5953 0.9010 2.2280 0.622 -0.133 0.546
N 1.7249 -0.0251 1.3005 -0.713 0.728 0.229
C 2.9691 -0.5910 1.2771 1.245 -0.081 0.185
C 3.4174 -1.5202 0.3424 0.003 0.023 0.041
C 0.3609 1.6164 2.3716 -0.553 0.245 0.019
C 0.1462 2.5714 3.3704 0.128 -0.071 -0.076
C -1.0799 3.1899 3.4657 0.210 0.042 0.151
C -2.0996 2.8480 2.5814 -0.072 -0.300 -0.230
C -1.8802 1.9096 1.5855 -0.285 0.231 0.151
C -0.6468 1.2807 1.4394 0.621 -0.340 0.033
H 6.2176 -4.8842 -0.6315 0.049 -0.108 -0.082
H 5.0033 -4.6518 0.6354 -0.059 -0.114 0.044
H 6.6094 -3.9452 0.8034 0.092 -0.010 0.104
H 4.7669 -3.9982 -2.3993 0.034 -0.069 -0.041
H 3.9518 -2.4482 -2.2311 -0.147 0.072 -0.102
H 3.4496 -3.8311 -1.2370 -0.173 -0.061 -0.013
H 6.8851 -2.8535 -2.1068 0.090 -0.081 -0.092
H 7.2963 -1.9885 -0.6278 0.119 0.021 0.080
H 6.1590 -1.2820 -1.7675 -0.033 0.117 -0.090
H 6.5706 -1.8377 1.4847 0.164 -0.051 0.046
H 5.7907 -0.2110 3.1364 0.133 0.041 0.092
H 2.7265 -1.8432 -0.4260 0.087 -0.033 -0.004
H 0.9504 2.8107 4.0520 0.014 0.151 0.140
H -1.2422 3.9424 4.2218 -0.058 0.049 0.092
H -3.0703 3.3112 2.6802 -0.078 0.098 -0.038
H -2.6806 1.6496 0.9010 -0.027 0.130 -0.003
C 2.8902 -4.3149 2.5742 -0.021 -0.007 -0.093
C 2.5083 -3.2221 3.3382 0.059 -0.012 0.034
C 1.3905 -2.4926 2.9860 -0.169 -0.057 -0.050
C 0.6467 -2.8365 1.8569 0.217 0.126 -0.148
C 1.0537 -3.9116 1.0748 -0.232 0.184 0.002
C 2.1626 -4.6561 1.4446 0.122 -0.147 0.062
P -0.7727 -1.7556 1.4343 -0.584 -1.278 0.213
C -1.6502 -1.8324 3.0438 0.080 0.475 -0.161
C -2.4102 -0.7651 3.5070 0.088 -0.076 -0.096
C -3.1327 -0.8848 4.6839 -0.091 0.044 0.032
C -3.1075 -2.0697 5.3992 -0.006 0.027 0.063
C -2.3500 -3.1379 4.9421 -0.023 -0.038 -0.008
C -1.6235 -3.0219 3.7720 0.080 0.013 -0.036
C -1.8131 -2.7945 0.3727 -0.191 -0.181 0.222
C -2.6734 -3.7794 0.7944 0.305 0.340 -0.020
C -3.3341 -4.5726 -0.1525 -0.132 -0.164 -0.253
C -3.1232 -4.3742 -1.4900 -0.128 -0.110 0.133
C -2.2618 -3.3597 -1.9554 0.123 0.142 0.174
C -2.0082 -3.1454 -3.3255 0.090 0.066 0.026
C -1.1064 -2.1925 -3.7076 -0.105 -0.165 -0.063
C -0.4823 -1.3743 -2.7546 0.276 0.105 0.034
C -0.7468 -1.4708 -1.4023 0.575 -0.227 0.021
C -1.6078 -2.5326 -1.0046 -0.122 -0.151 0.139
H 3.7611 -4.8899 2.8553 0.044 -0.046 0.008
H 3.0925 -2.9347 4.1996 0.013 0.013 0.119
H 1.0704 -1.6528 3.5912 0.079 0.042 0.080
H 0.4955 -4.1623 0.1827 -0.039 -0.081 -0.058
H 2.4581 -5.5137 0.8539 0.005 0.013 -0.057
H -2.4299 0.1559 2.9452 -0.054 -0.016 0.093
H -3.7199 -0.0475 5.0353 -0.016 0.027 0.028
H -3.6723 -2.1645 6.3157 -0.035 0.012 0.049
H -2.3251 -4.0667 5.4935 -0.007 -0.048 0.054
H -1.0322 -3.8569 3.4214 0.015 -0.027 0.041
H -2.8482 -3.9489 1.8468 0.013 -0.034 0.024
H -3.9967 -5.3553 0.1884 -0.075 -0.036 -0.037
H -3.6173 -5.0011 -2.2173 -0.090 -0.087 -0.085
H -2.5246 -3.7455 -4.0586 -0.059 -0.119 -0.106
H -0.8891 -2.0377 -4.7540 0.016 0.002 -0.108
H 0.2002 -0.6177 -3.1252 -0.078 0.039 0.059
S 1.0273 3.6512 -6.4657 -0.041 0.081 -0.172
C 0.8061 2.9331 -5.0192 -0.030 -0.100 0.210
S -0.7618 2.7315 -4.2605 0.576 -0.055 -0.006
C -0.1933 1.9336 -2.8029 0.228 -0.068 -0.378
C 1.1471 1.7328 -2.7292 -0.225 0.102 -0.350
S 1.9235 0.9780 -1.3895 -0.694 -0.397 0.575
S 2.1236 2.2809 -4.0770 -0.635 0.131 -0.045
S -1.3064 1.4844 -1.5668 1.118 -0.185 1.096
```
Positions in Å, forces in eV/Å.

Atomic partial charges in e from the Mulliken method, atoms 1 to 8: 0.88 -1.55 1.87 -1.92 -1.87 0.44 0.01 -1.41

(6)
DFT (ωB97M-V/def2-TZVPD) results for a molecular structure, CH4IOPS.

Output
Lowest unoccupied orbital energy (spin up / spin down)   -2.60 / -2.60 eV
Charge   0
Frontier orbital gap (spin up / spin down)   4.8 / 4.8 eV

XYZ file:
```
9
Properties=species:S:1:pos:R:3:forces:R:3
C -0.0670 0.5140 0.3279 3.906 2.328 0.743
O 0.5678 -1.2419 -1.4503 -0.388 0.683 1.364
P 1.1064 0.2302 -1.0206 -1.017 -0.138 -1.288
S -2.0758 2.3416 -4.8026 0.570 -0.455 0.659
I -0.5968 2.2304 -2.9176 0.212 -0.031 0.261
H 0.0744 1.5494 0.7498 -1.029 -0.649 -1.094
H -0.9285 0.0545 0.1156 -3.986 -0.573 -1.140
H 0.1969 -0.0176 1.1968 1.197 -1.255 1.214
H 0.6934 -1.6510 -2.2983 0.536 0.092 -0.719
```
Positions in Å, forces in eV/Å.

Atomic partial charges in e from the natural (NBO) method, atoms 1 to 8: -1.05 -1.00 1.18 -0.54 0.08 0.27 0.26 0.26

(7)
DFT (ωB97M-V/def2-TZVPD) results for 3 unconnected molecules or ions with the total composition C3H12O2S.

Output
Lowest unoccupied orbital energy   0.50 eV
Charge   0
SMILES string   CCCS.O.O
Frontier orbital gap   9.5 eV

XYZ file:
```
18
Properties=species:S:1:pos:R:3:forces:R:3
C 0.9689 1.8170 -3.1036 0.020 0.000 0.326
C 1.0611 0.5017 -2.3323 -1.361 0.053 0.896
C 0.0288 0.5048 -1.1604 0.869 1.123 -0.273
S 0.6331 -0.3133 0.3338 -0.200 -0.257 0.164
H 1.4083 1.7348 -4.0904 -0.053 0.039 -0.238
H -0.0661 2.1677 -3.1668 0.037 -0.227 -0.298
H 1.4937 2.6075 -2.5768 0.205 0.118 0.139
H 2.0215 0.3694 -1.8254 0.087 -0.244 -0.750
H 0.7439 -0.3256 -2.9686 0.758 -0.197 -0.066
H -0.0796 1.5447 -0.8670 -0.017 0.238 0.230
H -0.9634 0.2297 -1.4680 -0.337 -0.582 -0.030
H -0.1896 -1.3654 0.3708 -0.018 -0.080 -0.108
H 0.7621 -1.3858 4.4183 0.147 0.090 0.129
H 0.8817 -0.1871 5.3914 0.132 -0.127 0.010
O 0.3490 -0.5597 4.6853 -0.296 0.012 -0.145
H -3.0577 -2.0155 2.1277 -0.107 -0.302 0.242
H -2.7479 -2.5621 3.5155 -0.053 -0.014 -0.032
O -3.2479 -2.7628 2.7163 0.186 0.355 -0.197
```
Positions in Å, forces in eV/Å.

Atomic partial charges in e from the natural (NBO) method, atoms 1 to 8: -0.61 -0.41 -0.52 -0.04 0.21 0.20 0.21 0.21